No. 1
100
Properties=species:S:1:pos:R:3:mulliken_spin:R:1 method="wB97M-V/def2-TZVPD" e_lumo_ev="-1.56 / -1.57" multiplicity=2 gap_ev="5.825 / 5.645" e_homo_ev="-7.38 / -7.22" s2=0.765
Ru 0.4465 -0.0814 -0.5323 0.82
Ge 3.5111 -0.3774 -2.4202 0.00
Cl 2.5509 -3.3665 -0.3662 0.00
Cl 0.1089 -3.1299 1.6647 0.00
Cl 2.7668 -1.2777 2.1387 0.00
S 2.8611 2.2570 -0.3137 0.02
S -0.4054 1.7502 -2.1913 0.01
S -1.2970 -1.5990 -1.0450 0.03
S -0.4254 0.3590 1.8836 0.00
Si 1.4866 -1.9225 0.6602 -0.01
O 2.3549 3.5680 -0.7269 0.02
N -1.9880 2.4042 -0.1727 0.00
N -3.9514 1.1435 -1.9594 0.00
N -2.4577 3.1910 0.8109 0.00
N -2.9626 0.5411 1.1563 0.01
N 1.7879 1.2120 -0.1249 0.13
N -2.9497 0.4372 -1.3938 0.01
N -4.2792 0.6492 1.3647 0.00
C -1.7354 -1.2107 4.2382 0.00
C -2.3329 6.5163 2.2407 0.00
C -2.5866 -0.8011 -1.8607 -0.02
C -1.6138 5.0888 -0.3186 0.00
C -3.0641 5.2475 1.8110 0.00
C -4.7871 0.2353 2.4973 0.00
C -1.1693 2.9041 -1.1667 0.01
C -5.7824 1.4560 -3.4699 0.00
C -2.6243 -0.5338 3.2553 0.01
C -6.2387 0.5837 2.7569 0.00
C -4.3332 -0.6458 -3.4665 0.00
C -4.6433 0.6168 -2.9296 0.00
C 3.9471 1.3133 -3.4000 0.00
C -3.2601 -1.3612 -2.9389 0.00
C -5.4543 1.8272 -4.9231 0.00
C -0.9949 4.2813 -1.2755 0.00
C -6.3002 1.4093 4.0509 0.00
C -2.3116 4.4856 0.7403 0.00
C -0.1181 4.8330 -2.3463 -0.01
C -4.4300 5.6082 1.2109 0.00
C -4.0002 -0.4387 3.4480 0.00
C -2.1059 0.0617 2.1035 0.00
C -2.8166 -2.6594 -3.5190 0.01
C -3.2772 4.3458 3.0295 0.00
C 4.7042 -0.5706 -0.8401 0.00
C -5.9362 2.7353 -2.6428 0.00
C -7.0789 -0.6876 2.9174 0.00
C 4.0589 -1.8473 -3.6521 0.00
C -7.0892 0.6551 -3.4067 0.00
C -6.7988 1.4176 1.6011 0.00
C 1.5638 -0.7063 -2.2493 -0.04
B -2.4539 1.0510 -0.1447 0.02
H -0.2462 5.9078 -2.4416 0.00
H -4.4315 -0.8510 4.3445 0.00
H 5.0708 -1.7033 -4.0164 0.00
H -1.1086 -1.9448 3.7325 0.00
H -2.9527 -3.4645 -2.7990 0.00
H -5.9543 0.8371 4.9085 0.00
H -3.8664 4.8651 3.7813 0.00
H -8.1054 -0.4245 3.1599 0.00
H -7.3261 1.7199 4.2372 0.00
H -0.3247 4.3534 -3.3012 0.00
H -6.7006 -1.3263 3.7105 0.00
H -7.0846 -1.2552 1.9915 0.00
H 4.0216 -2.7956 -3.1274 0.00
H -4.9673 4.7103 0.9115 0.00
H -1.3280 6.2767 2.5782 0.00
H -7.9096 1.2689 -3.7711 0.00
H -2.8755 6.9807 3.0590 0.00
H -7.8365 1.6746 1.8023 0.00
H -7.3057 0.3626 -2.3819 0.00
H -6.7444 0.8568 0.6717 0.00
H -5.0228 3.3224 -2.6862 0.00
H 0.9210 4.6137 -2.0862 0.00
H -2.2773 7.2347 1.4296 0.00
H -3.3811 -2.8847 -4.4192 0.00
H -6.1368 2.4914 -1.6023 0.00
H -1.7554 -2.6128 -3.7609 0.00
H -1.0756 -0.4947 4.7273 0.00
H 4.6766 -1.5956 -0.4919 0.00
H -2.3346 -1.7128 4.9925 0.00
H 3.3921 -1.9090 -4.5067 0.00
H -6.7580 3.3306 -3.0360 0.00
H 1.4102 -1.7834 -2.3410 0.00
H -3.7934 3.4343 2.7421 0.00
H -6.2146 2.5022 -5.3104 0.00
H -4.8865 -1.0447 -4.2988 0.00
H -7.0333 -0.2430 -4.0158 0.00
H 3.4877 2.2114 -3.0031 0.00
H -5.0164 6.1407 1.9542 0.00
H 1.0445 -0.2327 -3.0907 0.00
H 5.0254 1.4520 -3.3950 0.00
H -6.2272 2.3342 1.4779 0.00
H -5.6808 2.2992 3.9624 0.00
H -5.4166 0.9433 -5.5574 0.00
H -4.4908 2.3322 -4.9702 0.00
H 5.7149 -0.3590 -1.1771 0.00
H -2.3212 4.0681 3.4655 0.00
H -1.5154 6.1601 -0.3802 0.00
H -4.3187 6.2478 0.3387 0.00
H 4.4655 0.0833 -0.0110 0.00
H 3.6339 1.2085 -4.4349 0.00

***

No. 2
90
Properties=species:S:1:pos:R:3:mulliken_charge:R:1 method="wB97M-V/def2-TZVPD" e_lumo_ev="-15.56 / -15.57" gap_ev="3.456 / 3.424" e_homo_ev="-19.01 / -19.00" total_charge=+4
Zr 0.0209 0.0438 0.2366 -2.74
Br 7.1063 3.1192 -1.4480 0.07
P -0.4794 2.4494 1.0366 1.48
P 1.3389 -1.4636 1.7929 2.36
P -2.2630 -1.1081 -0.1424 0.91
N 2.0206 -4.1059 1.6182 0.17
N -1.9277 -0.8699 -5.2192 -0.39
N 3.8555 -2.4921 1.9486 0.16
N 2.3405 -3.0438 3.8170 0.21
C -4.5242 -0.7557 -1.8526 -1.57
C 0.8369 4.2445 2.8428 -1.40
C -2.2551 2.8092 1.3153 -0.66
C -3.0489 -1.4198 1.4989 -0.55
C 3.7169 -2.6786 3.4154 -0.87
C -1.9107 0.3579 -4.6957 -0.59
C 3.4129 -3.7303 1.2570 -0.88
C -2.5385 3.8882 2.3556 -1.40
C 2.7680 1.3237 -1.3315 0.92
C -4.5765 -1.4648 1.5246 -1.40
C 1.0314 -3.1628 1.0842 -1.10
C -3.4357 -0.0277 -1.0640 -0.10
C 4.6361 2.4085 -0.2075 -1.06
C -2.2807 -2.7160 -1.0272 -0.25
C -3.4159 -3.6651 -0.6443 -1.49
C 3.4624 1.4024 -2.5546 -0.59
C -0.1816 -1.5448 -3.7157 -0.42
C -1.0398 0.7151 -3.6573 -0.11
C 1.3967 -1.9285 3.5796 -1.16
C -1.0824 -1.7919 -4.7635 -0.46
C -0.6154 5.0667 -0.1221 -1.41
C 3.1545 -1.3028 1.4503 -1.19
C 5.3286 2.4563 -1.4242 -0.19
C 4.7256 2.0014 -2.6097 -0.62
C 1.9291 -4.2648 3.0900 -0.88
C 3.3461 1.8819 -0.1787 -0.06
C 0.3733 2.8048 2.6273 -0.58
C 1.4894 0.6480 -1.2486 -0.11
C 0.1061 3.7197 -0.1600 -0.56
C -0.1947 -0.2702 -3.1184 0.72
C 0.5278 0.0225 -1.8887 0.59
H 2.7826 1.8844 0.7594 0.79
H -3.2586 -4.6269 -1.1517 0.49
H 4.0753 -4.5515 1.5792 0.32
H -1.1241 -2.7824 -5.2347 0.44
H 1.0907 -3.1461 -0.0155 0.44
H 0.8908 -4.5009 3.3616 0.38
H -4.1118 -1.3857 -2.6544 0.31
H -3.4528 -3.8643 0.4345 0.32
H -5.1721 -0.0095 -2.3368 0.47
H -4.9808 -2.3206 0.9695 0.28
H 0.3926 -2.2245 3.9125 0.47
H 0.0001 3.2653 -1.1573 0.44
H 3.9855 -1.7414 3.9213 0.38
H -2.6917 -0.6191 2.1668 0.60
H -1.3090 -3.1940 -0.8261 0.51
H 3.5315 -0.3942 1.9434 0.42
H -2.0793 3.6681 3.3270 0.34
H 0.4710 -2.3386 -3.3528 0.52
H 5.1105 2.7667 0.7008 0.54
H -0.4378 5.6167 0.8113 0.28
H -1.0622 1.7282 -3.2498 0.58
H -0.2915 2.4940 3.4480 0.69
H 3.3317 -1.1826 0.3727 0.56
H 2.6004 -5.0955 3.3691 0.31
H -5.1665 -1.3769 -1.2116 0.27
H 1.1885 3.8572 -0.0142 0.34
H -4.9053 -1.5748 2.5674 0.46
H -2.6310 -2.3590 1.8967 0.54
H -5.0345 -0.5484 1.1310 0.33
H -3.8749 0.6883 -0.3521 0.61
H 0.0066 -3.4791 1.3479 0.41
H -0.2268 5.6963 -0.9341 0.45
H -3.6222 3.9556 2.5161 0.44
H 3.4812 -3.5786 0.1708 0.36
H 1.4212 4.2944 3.7716 0.47
H -2.8222 0.5637 -1.7602 0.24
H -0.0023 4.9436 2.9624 0.27
H 3.0110 0.9718 -3.4499 0.56
H -2.2942 -2.5065 -2.1073 0.29
H 1.2364 2.1192 2.6683 0.33
H -2.2072 4.8829 2.0280 0.28
H 1.7008 -1.0563 4.1748 0.48
H 4.4060 -3.4873 3.7086 0.33
H -2.7211 1.8548 1.6099 0.44
H -2.6156 1.0920 -5.0946 0.44
H -4.3984 -3.2934 -0.9635 0.27
H -1.6969 4.9691 -0.2788 0.36
H 1.4839 4.6088 2.0351 0.31
H 5.2531 2.0945 -3.5584 0.51
H -2.7051 3.0804 0.3487 0.52

***

No. 3
89
Properties=species:S:1:pos:R:3:mulliken_charge:R:1 method="wB97M-V/def2-TZVPD" e_lumo_ev=-2.69 gap_ev=8.383 e_homo_ev=-11.07 total_charge=+1
Tl -0.5055 -0.0356 -1.6477 1.31
Cl 3.4972 0.9979 -2.9649 -0.21
Cl -0.4085 4.6206 -1.8062 -0.16
Cl -3.5430 -1.5489 -1.8984 -0.16
S 0.3475 1.7988 -3.0921 -0.16
P -0.4084 -0.1919 0.9240 -0.65
N 2.1812 -3.7954 -3.4076 -0.14
N 0.8176 -1.8995 -2.3901 0.00
C -1.9426 -2.6049 1.0081 0.23
C 1.2497 0.7372 3.0526 -1.60
C 3.9262 3.4962 -2.1420 -0.75
C 1.9177 -2.7857 -4.4279 -0.89
C 2.2384 2.9560 2.4007 -1.38
C 0.0595 -3.1695 -2.3001 -0.13
C -2.3871 -0.4803 -2.7298 -1.20
C 2.1774 1.1040 0.6937 -0.11
C -4.0586 1.6162 1.9232 -0.97
C -4.1165 2.5781 0.7227 -0.89
C -2.4381 -3.6080 2.0482 -1.33
C 2.0828 2.6087 0.9271 0.51
C 1.1600 2.2528 3.2116 -0.52
C 1.2649 0.2429 1.5872 0.32
C -1.4487 -2.0464 3.8120 -0.41
C 0.9175 -4.3161 -2.9006 -0.91
C 1.2492 4.1441 -1.9640 0.39
C 2.0920 -2.0659 -1.6504 0.32
C -1.6790 0.9768 1.5659 0.26
C 2.9332 -3.1823 -2.3193 -1.04
C 1.5840 2.8581 -2.4109 -0.38
C -1.6151 2.2958 0.7392 0.78
C -0.2572 -2.2827 2.8932 -1.54
C -0.5927 -1.9694 1.4242 1.26
C -2.8543 2.4655 -0.1344 -0.57
C 3.5509 4.7659 -1.7381 -0.57
C -3.1219 0.4465 1.6266 -0.13
C 1.0980 -1.6193 -3.8255 -0.37
C 2.9512 2.5676 -2.4678 0.93
C 2.2084 5.0884 -1.6370 -0.67
C -2.6431 -2.9430 3.4114 -0.91
H 2.8506 3.1010 0.3326 0.24
H -1.8475 -3.0861 0.0349 0.27
H -2.8061 -3.7106 4.1680 0.32
H -4.9909 2.3602 0.1078 0.42
H -2.9423 1.6095 -0.8115 -0.21
H -3.2069 -0.3178 2.3981 -0.14
H -3.6979 2.1351 2.8163 0.34
H -1.1551 -2.2397 4.8437 0.62
H 2.6081 -1.1063 -1.6334 -0.12
H 1.6103 -0.6606 -3.8873 0.22
H 0.6220 -1.7396 3.2305 0.65
H -1.7345 -4.4402 2.1300 0.36
H -2.7357 3.3423 -0.7700 0.51
H 2.1841 0.4014 3.5132 0.54
H 1.8350 -2.3279 -0.6207 0.20
H -1.3715 1.1806 2.5956 1.10
H 1.1263 2.9976 0.5743 -0.40
H 2.0185 0.8674 -0.3633 -0.78
H -4.2305 3.6046 1.0752 0.37
H 3.2034 -3.9523 -1.5960 0.37
H 0.1349 -1.5088 -4.3273 0.46
H -5.0538 1.2439 2.1648 0.41
H 3.8581 -2.7762 -2.7301 0.30
H 3.2058 0.7968 0.9124 0.72
H -1.7332 -0.9903 3.7734 0.13
H 1.2481 2.4947 4.2721 0.48
H 1.7102 -0.7599 1.5895 0.75
H -1.5342 3.1463 1.4201 0.73
H 0.2035 -2.4134 0.8136 -0.44
H 4.9679 3.2187 -2.2181 0.43
H 4.3052 5.5007 -1.4924 0.41
H 3.2272 2.6459 2.7552 0.36
H 0.3892 -4.8087 -3.7169 0.28
H 1.1350 -5.0717 -2.1448 0.38
H -2.1384 -0.9344 -3.6857 0.49
H 1.3824 -3.2557 -5.2531 0.27
H 0.1820 2.6207 2.8894 0.05
H -0.7216 2.3368 0.1120 -1.52
H -0.1623 -3.3498 -1.2480 -0.18
H -0.8898 -3.0393 -2.8237 0.61
H -3.3782 -4.0400 1.7031 0.52
H 2.8725 -2.4299 -4.8154 0.34
H 2.1751 4.0361 2.5405 0.47
H 1.8926 6.0702 -1.3145 0.46
H -2.8828 0.4666 -2.9241 0.61
H -2.7106 -1.8499 0.8723 -0.27
H -3.5598 -2.3497 3.3818 0.33
H -3.4174 -0.0132 0.6809 0.02
H 0.0211 -3.3382 2.9398 0.64
H 0.4477 0.2598 3.6184 0.33

***

No. 4
84
Properties=species:S:1:pos:R:3:mulliken_spin:R:1 method="wB97M-V/def2-TZVPD" e_lumo_ev="0.47 / -2.25" multiplicity=5 gap_ev="4.922 / 6.036" e_homo_ev="-4.45 / -8.29" s2=6.017
Pt 0.5654 0.0583 0.1548 1.25
Cl 0.9579 -0.5238 2.5436 0.23
P 0.1024 0.5438 -2.0016 -0.04
C -0.5854 -0.4713 -3.4981 0.15
C -0.4629 -3.5911 1.7757 0.02
C -1.6535 -1.9616 -0.4136 0.20
C -1.5824 -0.1328 -0.5508 0.86
C 4.2734 0.1214 -1.7639 0.01
C 0.6555 2.0001 0.8040 0.41
C 0.4603 -3.0594 0.6585 -0.03
C -0.8611 -2.0521 -6.0295 0.00
C 1.7721 2.7781 0.4654 -0.07
C 0.9739 4.4716 2.0414 -0.02
C -2.5045 -2.5099 0.6448 -0.01
C 2.3939 0.8214 -3.9433 0.02
C -0.0252 3.2068 -3.2610 0.00
C -2.2346 4.5109 -3.4716 0.00
C -0.6162 -2.7254 -4.6751 0.00
C 0.1374 -1.8086 -3.7041 0.06
C -0.7103 4.5829 -3.2781 0.00
C -1.7387 -2.7135 1.9990 0.00
C 3.8758 1.2239 -4.0449 0.02
C 4.7930 0.3345 -3.1893 0.00
C 1.9386 0.7844 -2.4721 0.09
C -0.7307 2.2205 -2.3047 0.13
C -2.2229 2.1127 -2.6673 -0.02
C -1.4403 -0.6376 -5.8895 0.01
C -0.3411 2.4440 1.6842 -0.06
C -0.1341 3.6609 2.3517 0.02
C 2.7874 -0.2596 -1.7326 0.11
C -0.0697 -1.9407 -0.2275 0.54
C -0.6476 0.2132 -4.8849 0.00
C -2.9111 3.4757 -2.5610 0.01
C 1.8860 4.0467 1.0884 0.03
H 2.7271 4.6649 0.7982 0.00
H 4.8569 -0.6579 -1.2557 0.00
H -2.4661 4.2977 -4.5160 0.00
H -2.9162 -3.4787 0.3162 0.01
H -1.4381 -0.1310 -6.8674 0.00
H -0.4872 5.1025 -2.3419 0.00
H -2.0360 0.6977 0.1521 0.01
H 0.0799 -3.6904 2.7482 0.00
H 0.3757 0.3564 -5.2601 -0.01
H 2.5544 2.3551 -0.1619 0.00
H 1.7905 1.5205 -4.5399 -0.01
H -1.0966 1.2160 -4.8351 0.00
H -0.6548 2.6279 -1.2882 0.02
H -1.5761 -2.9963 -4.2193 0.00
H -2.4804 -0.7016 -5.5465 0.00
H -0.8277 -4.5966 1.5019 0.00
H -1.9379 -1.9602 -1.4558 -0.04
H -3.9711 3.3612 -2.8503 0.00
H -0.0061 2.7945 -4.2790 0.00
H 1.0340 3.3491 -2.9627 0.00
H 4.9037 -0.6426 -3.6797 0.00
H -1.5581 -2.6721 -6.6136 0.00
H -2.8814 3.8146 -1.5251 0.00
H 0.3608 -2.1723 -1.2188 -0.02
H 1.4334 -2.7810 1.1294 0.00
H -3.3611 -1.8309 0.8697 0.01
H 1.1144 5.4244 2.5596 0.00
H 0.0765 -2.0144 -6.5930 0.00
H 5.7938 0.7821 -3.1437 0.00
H -1.4085 -1.7522 2.4692 0.00
H 2.2727 -0.1806 -4.3861 0.00
H 4.1854 1.1785 -5.0980 0.00
H 1.1591 -1.6250 -4.0697 0.00
H -0.8494 3.9764 3.1202 0.00
H -2.7241 1.3897 -1.9954 -0.01
H 3.9827 2.2704 -3.7188 0.00
H 2.6415 -1.2473 -2.1985 0.00
H -0.0361 -3.6509 -4.8075 0.00
H 0.2466 -2.3479 -2.7612 0.00
H 0.6281 -3.8961 -0.0595 0.03
H -2.4568 -0.5270 -1.2441 -0.01
H -1.1461 1.7745 1.9429 0.01
H -1.6144 -0.6604 -3.1636 0.01
H 2.4778 -0.3662 -0.6616 0.03
H -2.6636 5.5050 -3.2545 0.00
H 4.4028 1.0487 -1.1859 0.00
H -2.4445 -3.2422 2.7387 0.00
H -0.2676 5.1792 -4.0975 0.00
H 2.1511 1.7779 -2.0384 0.02
H -2.3520 1.7244 -3.6745 0.00